ORCA calculation (ωB97M-V with the def2-TZVPD basis set) on 2 unconnected molecules or ions with the total composition CH4O2S in a non-equilibrium geometry.

The geometry in XYZ format:
```
8
Properties=species:S:1:pos:R:3:nbo_charge:R:1
O 0.09654 -0.96500 0.16699 -0.48
H -1.14483 1.95379 -2.04611 0.07
H 0.73288 -0.83970 2.17222 0.08
S -1.05963 1.47249 -0.64514 0.86
O 0.34007 0.90223 -0.76649 -0.96
C 0.85937 -1.24314 1.06574 0.25
H -1.75633 0.29818 -0.92693 0.07
H 1.93193 -1.57885 0.97972 0.11
```

maximum force: 3.96 eV/Å
E_tot: -589.022966 Eh
HOMO: -9.360 eV
energy relative to the best compared isomer or geometry (same formula, charge and spin): 3.9440 eV